1.
Computed, not measured: a structure of composition C10H27N3S2Zn, with ωB97M-V/def2-TZVPD.

```
43
C10H27N3S2Zn ωB97M-V/def2-TZVPD
Zn 0.06815 0.24261 0.13981
S -1.07440 -1.08211 1.91862
S 2.30080 0.78555 -0.72850
C 0.16515 -1.92585 2.98370
C -1.40089 -2.46716 0.74170
C -0.18412 -2.81213 -0.12854
N 0.27000 -1.58994 -0.86397
C 1.59843 -1.83630 -1.51796
C 2.16905 -0.50710 -2.03971
H -2.25989 -2.16795 0.08781
H -1.69400 -3.33795 1.35218
H -0.44908 -3.55397 -0.89170
H 0.64963 -3.18831 0.48035
H 1.41071 -2.53098 -2.34680
H 2.27280 -2.30380 -0.78543
H 1.50557 -0.11040 -2.85069
H 3.18628 -0.65988 -2.44264
C 3.58136 -0.02528 0.31571
H -0.41110 -1.40390 -1.61242
H 3.23761 -0.98186 0.72232
H 3.82451 0.66063 1.13640
H 4.48427 -0.16929 -0.28875
H 0.42477 -1.23993 3.79953
H 1.06963 -2.20123 2.43222
H -0.29790 -2.81646 3.42373
C -3.31312 0.95849 -3.45490
C -3.34583 2.06550 -2.68715
H -3.99722 0.12129 -3.27951
H -2.67635 0.89468 -4.34476
H -4.06665 2.16828 -1.86925
H -2.76060 2.95482 -2.94530
N 0.75880 1.43917 2.00677
C -0.25343 2.52017 2.18233
C -0.66467 3.04933 0.80540
N -1.15022 1.92279 -0.04675
H 0.82244 0.86847 2.85829
H 1.69524 1.78609 1.81693
H -1.10236 2.08313 2.72142
H 0.11909 3.36669 2.79042
H -1.48348 3.78796 0.91233
H 0.20614 3.49852 0.30172
H -2.06058 1.57018 0.23447
H -1.17456 2.16743 -1.03944
```

Summary:
HOMO energy (eV): -15.5
Net charge: +2
Strongest force on any atom (eV/A): 1.5
E_LUMO (eV): -5.762
Total energy (hartree): -3136.67752
2S+1: 1

***

2.
Computed, not measured: a structure of composition C10H27OPtSe2Si3Te2, with ωB97M-V/def2-TZVPD.

```
46
C10H27OPtSe2Si3Te2 ωB97M-V/def2-TZVPD
Pt 0.49407 0.26237 1.86049
C 3.48527 0.74872 1.02306
O 2.18602 0.40110 0.55815
Si 1.37660 0.74991 -0.91493
C 1.44942 2.58757 -1.31502
C 2.17819 -0.15209 -2.36026
C -0.17836 0.04039 -0.16358
Si -0.19641 -1.88358 -0.22505
C -0.77030 -2.45497 -1.93467
C -1.40141 -2.60130 1.04926
C 1.51486 -2.65554 0.11488
Si -1.82344 0.95922 -0.27839
C -2.59137 0.77488 -2.00199
C -1.61156 2.82272 0.03881
C -3.09049 0.29402 0.96703
H 4.21935 0.38322 0.30582
H 3.64640 0.26586 1.98557
H 3.57181 1.82981 1.13721
H 2.37978 2.81166 -1.83824
H 1.39303 3.23916 -0.44295
H 0.63603 2.86095 -1.98451
H 3.12788 0.32050 -2.61658
H 1.53968 -0.05239 -3.23980
H 2.36087 -1.21139 -2.19838
H -1.68610 -1.97122 -2.25914
H -0.96678 -3.52590 -1.88522
H -0.01514 -2.29923 -2.70307
H -2.43140 -2.52315 0.70984
H -1.34999 -2.15676 2.04401
H -1.18046 -3.66443 1.15689
H 2.07391 -2.81519 -0.80737
H 1.37006 -3.64051 0.56241
H 2.16393 -2.08891 0.77629
H -1.92507 1.11867 -2.79269
H -3.49767 1.37712 -2.06114
H -2.87563 -0.25065 -2.22629
H -1.71911 3.38223 -0.89118
H -0.65672 3.11719 0.47005
H -2.39563 3.17111 0.71189
H -3.53119 -0.64683 0.64400
H -3.90052 1.02305 1.02898
H -2.70916 0.15250 1.97724
Se -0.52766 2.06477 3.09331
Te -0.58535 1.63749 5.45195
Te 0.94036 -0.57169 5.84048
Se 1.50940 -1.23047 3.63284
```

Summary:
HOMO energy (spin up / spin down) (eV): -11.2 / -11.2
Net charge: +1
Strongest force on any atom (eV/A): 1.1
E_LUMO (spin up / spin down) (eV): -6.362 / -6.359
Total energy (hartree): -6799.03075
2S+1: 1